Record 1
{
  "formula": "C27H34BF3FeO2",
  "method": "ωB97M-V with the def2-TZVPD basis set",
  "symbols": ["C", "C", "C", "C", "C", "C", "O", "B", "C", "C", "C", "C", "C", "F", "F", "F", "C", "C", "C", "C", "O", "H", "H", "H", "H", "H", "H", "H", "H", "H", "H", "H", "H", "H", "H", "H", "H", "H", "H", "H", "H", "H", "C", "C", "C", "C", "C", "C", "C", "Fe", "C", "C", "C", "C", "C", "H", "H", "H", "H", "H", "H", "H", "H", "H", "H", "H", "H", "H"],
  "coordinates": [[-1.483, -2.744, -1.136], [-1.760, -1.414, -0.474], [-3.233, -1.033, -0.696], [-1.309, -1.277, 1.060], [-2.398, -1.526, 2.092], [-0.103, -2.140, 1.396], [-0.903, 0.110, 1.166], [-0.781, 0.544, -0.141], [-0.800, 2.033, -0.510], [-1.081, 3.017, 0.449], [-1.610, 4.237, 0.040], [-1.805, 4.452, -1.322], [-2.772, 5.522, -1.754], [-2.624, 5.885, -3.060], [-4.060, 5.058, -1.611], [-2.679, 6.664, -1.010], [-1.230, 3.618, -2.279], [-0.695, 2.405, -1.856], [3.590, -0.145, 2.186], [3.300, 1.148, 1.544], [-0.946, -0.421, -1.128], [-2.029, -3.549, -0.634], [-1.825, -2.704, -2.174], [-0.417, -2.982, -1.131], [-3.890, -1.847, -0.366], [-3.510, -0.107, -0.168], [-3.403, -0.873, -1.769], [-2.720, -2.577, 2.054], [-1.990, -1.329, 3.094], [-3.272, -0.880, 1.929], [-0.408, -3.189, 1.512], [0.659, -2.066, 0.612], [0.348, -1.821, 2.343], [-0.950, 2.816, 1.508], [-1.917, 4.982, 0.770], [-1.244, 3.876, -3.331], [-0.261, 1.729, -2.580], [3.038, -0.323, 3.086], [4.269, -0.826, 1.674], [4.197, 1.669, 1.175], [2.605, 1.028, 0.696], [2.825, 1.798, 2.301], [2.596, -2.018, 4.562], [3.240, -2.501, 3.323], [2.862, -3.771, 2.782], [3.716, -4.677, 1.981], [3.080, -5.961, 1.895], [1.833, -5.902, 2.628], [1.689, -4.586, 3.178], [3.366, -5.419, 3.777], [3.323, -5.060, 5.725], [4.624, -4.730, 5.157], [5.142, -5.917, 4.507], [4.173, -6.985, 4.679], [3.047, -6.454, 5.427], [2.827, -0.970, 4.772], [1.506, -2.136, 4.474], [2.927, -2.595, 5.443], [4.240, -2.132, 3.088], [4.641, -4.352, 1.507], [3.431, -6.821, 1.324], [1.103, -6.713, 2.691], [0.838, -4.204, 3.735], [2.726, -4.406, 6.355], [5.153, -3.791, 5.280], [6.130, -6.012, 4.069], [4.326, -8.024, 4.404], [2.192, -7.020, 5.787]],
  "lowdin_spin": [0.0002, 0.0009, 0.0024, 0.0009, 0.0010, 0.0032, 0.0388, 0.1209, 0.4888, 0.1356, 0.2086, 0.4438, 0.0526, 0.0073, 0.0378, 0.0153, 0.0772, 0.2975, 0.7281, 0.1317, 0.0416, -0.0001, 0.0000, 0.0000, 0.0001, 0.0011, 0.0000, 0.0002, 0.0000, 0.0000, 0.0005, 0.0005, 0.0014, 0.0037, 0.0084, -0.0005, 0.0144, 0.0546, 0.0444, 0.0181, 0.0378, 0.0018, 0.0729, 0.5368, 0.0307, 0.0416, 0.0048, 0.0068, 0.0391, 0.1795, -0.0040, 0.0181, -0.0035, -0.0138, 0.0115, 0.0026, 0.0083, 0.0230, 0.0196, 0.0012, 0.0001, 0.0003, 0.0015, 0.0016, 0.0007, -0.0005, -0.0004, 0.0009],
  "multiplicity": 5,
  "e_above_lowest_kcal_mol": 77.0,
  "homo_ev": [-5.691, -8.589],
  "gap_ev": [6.25, 5.34]
}

---

Record 2
{
  "formula": "C27H34BrF12N9O6S3SbSn",
  "method": "ωB97M-V with the def2-TZVPD basis set",
  "symbols": ["Sn", "O", "C", "C", "C", "C", "C", "C", "C", "O", "N", "N", "C", "C", "Br", "C", "C", "C", "C", "C", "C", "C", "H", "H", "H", "H", "H", "H", "H", "H", "H", "H", "H", "H", "H", "H", "F", "C", "F", "F", "S", "O", "O", "N", "S", "O", "O", "C", "F", "F", "F", "C", "N", "C", "N", "C", "N", "C", "N", "C", "C", "H", "H", "H", "H", "H", "H", "H", "H", "H", "H", "H", "H", "C", "N", "C", "S", "N", "C", "H", "H", "H", "H", "H", "H", "H", "H", "F", "Sb", "F", "F", "F", "F", "F"],
  "coordinates": [[-0.086, 1.193, 0.682], [3.889, 1.378, -0.551], [4.261, 0.878, -1.752], [5.366, 1.474, -2.346], [5.830, 1.030, -3.572], [5.203, -0.022, -4.229], [4.105, -0.617, -3.633], [3.624, -0.184, -2.400], [2.437, -0.886, -1.824], [1.364, 0.046, -1.618], [2.737, -1.482, -0.517], [1.817, -1.453, 0.482], [1.913, -2.375, 1.354], [1.103, -2.446, 2.572], [0.086, -0.925, 3.043], [1.048, -3.490, 3.395], [1.623, -4.826, 3.124], [2.253, -5.524, 4.155], [2.768, -6.792, 3.936], [2.633, -7.392, 2.690], [1.976, -6.721, 1.669], [1.477, -5.443, 1.881], [3.057, 1.001, -0.236], [5.846, 2.292, -1.824], [6.683, 1.521, -4.025], [5.561, -0.366, -5.189], [3.601, -1.441, -4.126], [2.099, -1.644, -2.528], [3.288, -2.330, -0.592], [2.649, -3.174, 1.242], [0.521, -3.372, 4.336], [2.350, -5.060, 5.131], [3.265, -7.317, 4.741], [3.027, -8.386, 2.522], [1.833, -7.197, 0.708], [0.925, -4.949, 1.088], [-3.445, 0.534, -3.456], [-2.574, 0.416, -4.459], [-2.628, -0.804, -4.964], [-2.802, 1.330, -5.382], [-0.030, -0.104, -2.397], [-1.017, 0.176, -1.338], [-0.070, -1.394, -3.001], [-0.036, 1.092, -3.436], [-0.341, 2.503, -2.727], [-1.716, 2.915, -2.798], [0.295, 2.645, -1.415], [0.643, 3.607, -3.817], [0.486, 4.847, -3.391], [0.218, 3.498, -5.068], [1.919, 3.262, -3.749], [-2.994, -2.339, -1.228], [-3.411, -3.705, -1.570], [-4.261, -4.209, -0.486], [-3.578, -4.201, 0.813], [-3.164, -2.820, 1.095], [-2.286, -2.283, 0.056], [-1.117, -3.156, -0.046], [-1.468, -4.546, -0.364], [-2.208, -4.541, -1.635], [-2.372, -5.027, 0.688], [-3.881, -1.703, -1.171], [-2.335, -1.965, -2.014], [-4.566, -5.231, -0.719], [-5.154, -3.584, -0.419], [-2.637, -2.791, 2.052], [-4.054, -2.190, 1.164], [-0.598, -3.148, 0.909], [-0.457, -2.771, -0.829], [-2.498, -5.564, -1.879], [-1.555, -4.155, -2.421], [-1.837, -5.025, 1.642], [-2.670, -6.051, 0.456], [-6.315, 2.279, 0.977], [-4.982, 1.830, 1.369], [-3.868, 1.648, 0.648], [-2.580, 0.928, 1.538], [-3.764, 1.966, -0.634], [-4.679, 2.755, -1.464], [-7.027, 1.833, 1.667], [-6.564, 1.942, -0.020], [-6.413, 3.363, 1.032], [-4.836, 1.666, 2.352], [-2.912, 1.682, -1.096], [-5.489, 2.149, -1.866], [-4.098, 3.139, -2.293], [-5.080, 3.596, -0.907], [1.807, 2.647, 2.177], [0.488, 3.705, 3.068], [1.458, 3.580, 4.667], [1.325, 5.276, 2.505], [-0.943, 4.650, 3.819], [-0.483, 3.554, 1.397], [-0.386, 2.043, 3.454]],
  "lowdin_spin": [0.0001, 0.0000, 0.0000, 0.0000, 0.0000, 0.0000, 0.0000, 0.0000, 0.0002, 0.0014, 0.0001, 0.0000, 0.0000, 0.0000, 0.0000, 0.0000, 0.0000, 0.0000, 0.0000, 0.0000, 0.0000, 0.0000, 0.0000, 0.0000, 0.0000, 0.0000, 0.0000, 0.0000, 0.0000, 0.0000, 0.0000, 0.0000, 0.0000, 0.0000, 0.0000, 0.0000, 0.1190, 0.5694, 0.1209, 0.1154, 0.0078, 0.0002, 0.0013, 0.0509, 0.0068, 0.0029, 0.0021, 0.0000, 0.0000, 0.0001, 0.0001, 0.0002, 0.0000, 0.0000, 0.0000, 0.0000, 0.0000, 0.0000, 0.0000, 0.0000, 0.0000, 0.0001, 0.0002, 0.0000, 0.0000, 0.0000, 0.0000, 0.0000, 0.0000, 0.0000, 0.0000, 0.0000, 0.0000, 0.0000, 0.0000, 0.0000, 0.0001, 0.0000, 0.0003, 0.0000, 0.0000, 0.0000, 0.0000, -0.0001, 0.0002, 0.0001, 0.0000, 0.0000, 0.0000, 0.0000, 0.0000, 0.0000, 0.0000, 0.0000],
  "multiplicity": 2,
  "e_above_lowest_kcal_mol": 36.5,
  "homo_ev": [-8.634, -8.634],
  "gap_ev": [8.24, 8.24]
}

---

Record 3
{
  "formula": "C27H34Cl2CrN5O3",
  "method": "ωB97M-V with the def2-TZVPD basis set",
  "symbols": ["O", "C", "C", "C", "H", "C", "H", "C", "H", "C", "H", "C", "H", "H", "C", "C", "H", "H", "H", "C", "C", "H", "H", "H", "H", "Cr", "Cl", "Cl", "H", "H", "C", "C", "N", "H", "C", "O", "H", "H", "H", "H", "H", "H", "C", "C", "N", "H", "C", "O", "H", "H", "H", "H", "N", "C", "C", "C", "C", "C", "C", "C", "N", "C", "C", "N", "C", "H", "H", "H", "H", "H", "H", "H"],
  "coordinates": [[-2.456, -2.146, -1.706], [-1.987, -3.063, -1.026], [-2.447, -3.492, 0.336], [-2.815, -2.668, 1.429], [-2.310, -1.693, 1.528], [-3.827, -3.131, 2.275], [-4.193, -2.443, 3.033], [-4.349, -4.418, 2.073], [-5.204, -4.743, 2.659], [-3.881, -5.255, 1.051], [-4.309, -6.238, 0.874], [-2.880, -4.813, 0.206], [-2.497, -5.387, -0.652], [-1.008, -3.612, -1.283], [1.362, -3.155, -0.945], [0.702, -2.278, 0.085], [1.185, -4.179, -0.609], [2.433, -2.862, -1.055], [0.901, -3.015, -1.914], [0.486, -2.799, 1.370], [1.596, -3.588, 2.084], [-0.477, -2.695, 1.939], [1.266, -4.632, 2.316], [1.899, -3.069, 3.017], [2.500, -3.624, 1.423], [1.288, -0.470, 0.245], [-0.352, -0.001, 1.706], [3.260, -0.839, 1.066], [-5.489, 0.220, -0.706], [-4.148, 2.379, 0.583], [-4.576, -0.268, -0.327], [-3.333, 1.646, 0.651], [-3.445, 0.628, -0.363], [-4.354, -1.142, -0.953], [-2.580, 0.550, -1.382], [-1.504, 1.149, -1.438], [-2.378, 2.159, 0.555], [-2.928, -0.138, -2.163], [-4.734, -0.596, 0.706], [-3.392, 1.172, 1.635], [2.576, 0.730, -4.797], [0.206, 0.316, -5.979], [2.382, -0.262, -4.368], [0.148, -0.605, -5.379], [0.953, -0.461, -4.179], [2.901, -0.352, -3.411], [0.436, -0.555, -2.951], [1.158, -0.445, -1.934], [-0.897, -0.798, -5.108], [-0.635, -0.764, -2.860], [2.772, -1.007, -5.072], [0.530, -1.438, -5.990], [5.384, 7.681, 4.936], [4.807, 6.924, 4.250], [4.094, 6.013, 3.378], [3.944, 4.656, 3.731], [3.264, 3.791, 2.860], [2.728, 4.277, 1.655], [2.888, 5.622, 1.307], [3.559, 6.501, 2.169], [2.058, 3.430, 0.776], [1.532, 3.725, -0.492], [1.069, 2.557, -0.997], [1.336, 1.559, -0.065], [1.854, 2.113, 1.025], [4.363, 4.292, 4.680], [3.182, 2.745, 3.140], [2.482, 6.001, 0.377], [3.665, 7.562, 1.908], [1.617, 4.688, -0.967], [0.532, 2.443, -1.916], [2.088, 1.607, 1.951]],
  "lowdin_spin": [0.0152, 0.0126, 0.0033, 0.0121, 0.0019, 0.0002, -0.0002, 0.0102, 0.0008, 0.0008, -0.0002, 0.0068, 0.0001, 0.0015, 0.0050, -0.0484, 0.0011, -0.0016, -0.0017, 0.0844, 0.0091, 0.0031, 0.0056, 0.0024, 0.0005, 3.5549, 0.0635, 0.1155, 0.0000, 0.0000, 0.0002, 0.0011, 0.0006, 0.0000, 0.0008, 0.0024, 0.0006, 0.0001, 0.0001, 0.0004, 0.0001, 0.0002, 0.0004, 0.0008, 0.0039, 0.0000, 0.0102, 0.0390, 0.0001, 0.0005, 0.0001, 0.0001, 0.0007, 0.0002, 0.0014, -0.0002, 0.0020, 0.0012, 0.0010, 0.0004, 0.0092, -0.0033, 0.0052, 0.0196, 0.0369, 0.0000, 0.0008, 0.0000, 0.0000, -0.0004, 0.0006, 0.0043],
  "multiplicity": 5,
  "homo_ev": [-1.678, -2.974],
  "gap_ev": [3.75, 5.04],
  "charge": -1
}